The following is a DFT calculation (the ωB97M-V functional and the def2-TZVPD basis) of a molecular structure, C30H30BrF4PSb2Zr in a non-equilibrium geometry.

The geometry in ORCA input format:
```
! RIJCOSX wB97M-V def2-TZVPD def2/J DEFGRID3
* xyz 4 1
Zr 0.658 -0.118 0.581
F 5.483 -3.233 -3.827
C 4.343 -2.875 -3.319
C 3.180 -3.585 -3.613
F 3.220 -4.623 -4.397
C 1.973 -3.183 -3.047
F 0.871 -3.876 -3.297
C 1.882 -2.075 -2.206
P 0.257 -1.619 -1.503
C -0.938 -1.568 -2.827
C -2.286 -1.857 -2.583
C -3.193 -1.729 -3.621
C -2.772 -1.283 -4.868
C -1.434 -0.969 -5.095
C -0.510 -1.094 -4.074
C 0.017 -2.963 -0.285
C 0.752 -2.840 0.919
C 0.711 -3.841 1.879
C -0.072 -4.966 1.648
C -0.782 -5.101 0.459
C -0.751 -4.099 -0.505
C 3.067 -1.407 -1.925
Br 3.076 0.071 -0.676
C 4.285 -1.777 -2.457
F 5.374 -1.104 -2.147
H -2.616 -2.209 -1.613
H -4.233 -1.983 -3.461
H -3.489 -1.178 -5.672
H -1.114 -0.635 -6.073
H 0.536 -0.870 -4.253
H 1.525 -2.043 1.044
H 1.304 -3.777 2.782
H -0.105 -5.751 2.393
H -1.354 -6.002 0.271
H -1.290 -4.223 -1.435
C 1.638 0.532 5.118
Sb 1.583 1.130 3.060
C -0.526 0.193 2.712
C 0.892 3.233 3.397
C -0.563 3.410 3.231
C -1.399 3.151 4.326
C -2.752 3.422 4.279
C -3.307 3.951 3.115
C -2.504 4.187 2.010
C -1.134 3.930 2.042
C -0.308 4.299 0.863
Sb 0.390 2.594 -0.345
C 1.400 3.622 -1.926
C -1.420 2.058 -1.394
H 0.692 0.833 5.566
H 2.460 1.069 5.593
H 1.802 -0.538 5.227
H -1.115 0.646 3.510
H -0.485 -0.884 2.932
H -1.141 0.387 1.796
H 1.501 3.861 2.753
H 1.200 3.376 4.433
H -0.962 2.793 5.254
H -3.375 3.251 5.147
H -4.359 4.204 3.082
H -2.939 4.625 1.119
H 0.595 4.859 1.104
H -0.880 4.860 0.124
H 0.708 4.401 -2.244
H 1.591 2.940 -2.751
H 2.328 4.066 -1.576
H -1.760 2.925 -1.961
H -2.209 1.761 -0.701
H -1.214 1.245 -2.091
*
```

Calculated values
LUMO level (spin up / spin down)   -0.5313 / -0.5313 Eh
Kohn-Sham gap (spin up / spin down)   4.716 / 4.714 eV
Total energy   -5001.88538 a.u.
HOMO energy (spin up / spin down)   -19.17 / -19.17 eV

Need the Mulliken charges? In units of e they are: -0.93, -0.19, 0.66, 0.15, -0.20, 0.52, -0.33, 0.08, 1.59, 0.90, -0.71, -0.87, -0.55, -0.80, -0.59, 0.41, 0.15, -1.01, -0.63, -0.77, -0.45, 0.12, 0.08, 0.15, -0.28, 0.54, 0.48, 0.48, 0.48, 0.50, 0.76, 0.53, 0.46, 0.49, 0.58, -1.09, 0.70, -1.97, -1.71, 1.01, -0.42, -0.74, -0.73, -0.97, 1.02, -1.37, 0.76, -1.15, -1.20, 0.36, 0.43, 0.43, 0.53, 0.69, 0.77, 0.41, 0.65, 0.47, 0.48, 0.47, 0.47, 0.61, 0.70, 0.43, 0.44, 0.42, 0.51, 0.45, 0.34